This record from the Open Molecules 2025 dataset describes a molecular structure, C57H37N7O4W. The level of theory is wB97M-V/def2-TZVPD.

## Properties
HOMO-LUMO gap (alpha / beta)	5.84 / 5.85	eV
largest force on an atom	0.9	eV/Å
highest occupied orbital energy (alpha / beta)	-12.7 / -12.7	eV
calculated total energy	-2945.11385	Ha
charge	+2
energy above the lowest of the compared OMol25 structures with the same formula, charge and spin	113.0	kcal/mol
E_LUMO (alpha / beta)	-0.2519 / -0.2518	hartree

```
106
Properties=species:S:1:pos:R:3:forces:R:3
W -0.364238 -0.329269 0.264306 0.055 0.552 -0.649
C 4.219123 3.063314 -5.134581 0.015 -0.010 -0.003
C 4.448706 1.975128 -4.304374 -0.011 0.019 0.001
C 3.460762 1.552474 -3.427212 0.032 -0.016 0.013
C 2.238388 2.214366 -3.379654 -0.018 0.031 -0.035
C 2.020496 3.316827 -4.198337 -0.007 0.003 -0.018
C 3.006087 3.734779 -5.079708 0.008 -0.002 0.000
C 1.191616 1.797612 -2.385259 -0.119 0.024 0.043
C 1.003315 0.245584 -2.134896 0.069 -0.037 -0.044
C 1.117552 -0.619662 -3.438141 -0.021 -0.043 0.079
C 1.751787 -1.845658 -2.867807 -0.011 0.022 0.070
C 1.780550 -1.796747 -1.523334 0.032 -0.143 0.036
C 1.992688 -2.937076 -0.671498 -0.209 0.035 0.030
C 2.878618 -4.024783 -1.167156 0.006 0.045 0.046
C 4.243425 -3.963880 -0.904581 0.016 -0.032 -0.074
C 5.081244 -4.961058 -1.382405 0.004 0.029 0.026
C 4.561208 -6.010843 -2.125721 0.006 -0.018 -0.005
C 3.200189 -6.071232 -2.387594 -0.017 0.000 -0.006
C 2.355794 -5.079253 -1.909614 0.014 -0.037 0.038
C 1.267638 -3.075032 0.454430 0.253 0.147 0.048
N 0.331709 -2.146357 1.064324 0.213 -0.467 -0.091
C -0.171292 -2.857121 2.129876 -0.292 -0.094 0.086
C -1.103139 -2.422824 3.072536 0.066 0.242 -0.179
C -1.617293 -3.344048 4.122786 -0.008 -0.031 -0.032
C -2.929779 -3.799099 4.046741 0.012 -0.038 0.036
C -3.432251 -4.640309 5.029695 0.021 0.001 0.012
C -2.626552 -5.024488 6.092123 -0.024 -0.005 -0.011
C -1.318265 -4.567474 6.173544 0.001 -0.001 0.005
C -0.813057 -3.727547 5.192306 -0.030 -0.026 0.041
C -1.421225 -1.087674 3.142822 -0.109 -0.304 0.047
C -2.046759 -0.476896 4.300495 0.033 0.151 -0.094
C -1.972232 0.847076 4.137889 -0.013 -0.120 0.009
C -1.355326 1.121531 2.848222 0.174 0.045 -0.003
N -1.063845 -0.149529 2.215687 -0.117 0.297 0.232
C -1.083576 2.368741 2.412259 -0.115 -0.117 -0.047
C 0.288305 3.727450 0.512768 -0.049 0.167 -0.048
C 1.735319 3.473496 0.889745 0.056 -0.057 -0.009
C 2.297400 2.815207 -0.125413 -0.054 0.017 0.027
C 1.242668 2.698468 -1.167140 0.058 0.006 0.037
N 0.222321 3.422860 -0.907179 0.012 -0.007 -0.032
C -1.448139 3.560341 3.222506 0.045 -0.043 0.015
C -0.474771 4.244418 3.943352 0.002 -0.006 0.007
C -0.824492 5.350956 4.698686 -0.025 0.025 0.003
C -2.143981 5.784316 4.730323 0.029 0.026 0.019
C -3.116260 5.104689 4.013818 -0.006 -0.033 -0.017
C -2.770866 3.988747 3.263210 0.000 0.040 0.000
C 0.398168 -4.180655 2.214767 0.108 0.123 -0.119
C 1.294062 -4.291266 1.228025 -0.100 -0.019 0.055
N 1.293966 -0.594633 -0.961098 0.118 0.140 -0.066
H 4.986575 3.389238 -5.823195 0.001 0.000 0.000
H 5.395615 1.453768 -4.341559 0.002 -0.001 0.000
H 3.644653 0.696134 -2.784631 -0.011 0.001 0.004
H 1.083239 3.859474 -4.145716 -0.002 0.001 0.009
H 2.828737 4.586302 -5.722309 -0.005 0.004 0.001
H 1.693785 -0.150229 -4.231647 0.024 -0.009 0.009
H 2.081960 -2.695286 -3.446004 0.006 -0.004 0.008
H 4.647863 -3.144107 -0.323810 0.000 0.008 0.003
H 6.141052 -4.917944 -1.170847 0.002 -0.004 -0.003
H 5.217221 -6.785912 -2.497765 0.001 -0.003 0.000
H 2.793369 -6.893488 -2.960612 -0.001 0.000 -0.003
H 1.290558 -5.130092 -2.103078 -0.005 0.010 -0.001
H -3.558285 -3.498974 3.216965 0.008 0.004 -0.015
H -4.451535 -4.995905 4.963992 -0.004 -0.002 0.007
H -3.018252 -5.679342 6.858488 -0.002 -0.003 0.001
H -0.691697 -4.861835 7.004627 0.001 0.000 0.003
H 0.206111 -3.365779 5.263576 0.004 0.014 -0.020
H -2.417604 -1.039201 5.140794 -0.026 0.023 0.009
H -2.288192 1.622074 4.816649 0.016 0.003 0.014
H 2.174246 3.721102 1.844399 -0.011 0.020 0.011
H 3.298522 2.418243 -0.196338 0.008 -0.004 0.007
H 0.554124 3.905243 3.924758 -0.006 -0.018 0.003
H -0.069855 5.875236 5.269156 0.008 -0.003 0.000
H -2.412226 6.648767 5.322198 -0.009 0.004 -0.003
H -4.145808 5.434714 4.045149 -0.004 0.002 0.004
H -3.532415 3.445594 2.714886 -0.003 -0.007 0.005
H 0.130337 -4.896454 2.971652 0.010 -0.025 -0.001
H 1.928753 -5.127553 0.984249 0.013 0.000 0.037
O -3.332560 -1.574672 -2.239497 0.094 -0.076 0.038
C -2.380286 -0.782107 -1.690667 -0.147 -0.011 0.101
O -1.784237 -1.346674 -0.489577 -0.248 -0.037 0.109
C -2.823348 0.609869 -1.185799 -0.007 0.068 -0.028
C -3.765773 1.465617 -1.696400 0.026 -0.061 0.040
C -3.787774 2.779281 -1.200927 0.020 0.032 0.029
C -2.821480 3.231709 -0.317029 -0.033 -0.013 -0.042
C -1.872666 2.316822 0.125253 -0.057 -0.012 0.051
N -1.993031 1.040245 -0.217524 0.028 -0.072 0.015
C -0.621436 2.517231 0.990962 0.091 -0.317 0.122
O -0.322009 4.908734 0.887283 0.015 -0.033 0.035
O 0.175628 1.368791 0.728275 0.128 0.142 0.040
H -3.983433 -1.840509 -1.574529 -0.043 0.062 -0.040
H -4.441666 1.141343 -2.475560 -0.001 0.006 -0.010
H -4.532494 3.471879 -1.570511 -0.002 -0.002 -0.007
H -2.759177 4.267774 -0.015651 0.002 -0.001 0.008
H 0.210709 5.657505 0.590898 -0.018 -0.009 -0.017
N -1.502884 0.049948 -7.226935 0.004 -0.060 -0.007
C -1.185737 0.200176 -6.133490 -0.017 0.105 -0.043
C -0.792337 0.387061 -4.770966 0.011 -0.023 0.060
C -0.740283 1.583482 -4.193413 -0.010 -0.050 -0.020
C -0.352507 1.728398 -2.765122 -0.056 0.013 0.031
N -0.404545 0.432116 -1.953369 -0.010 -0.094 -0.050
C -1.050462 -0.734992 -2.533860 0.090 -0.148 0.026
C -0.407699 -0.791668 -3.930018 0.037 0.096 -0.018
H -1.005211 2.488068 -4.724494 -0.005 -0.005 -0.010
H -0.925249 2.528479 -2.312441 0.046 0.002 0.014
H -0.570284 -1.616957 -2.105609 -0.050 0.016 -0.002
H -0.564387 -1.744708 -4.427849 -0.006 -0.007 0.004
```
Forces are in eV/Å.

Löwdin population analysis, charges in e, atoms 1 to 99:
1. W 2.05
2. C -0.06
3. C -0.05
4. C -0.03
5. C -0.18
6. C -0.02
7. C -0.05
8. C -0.12
9. C -0.32
10. C -0.08
11. C 0.08
12. C -0.22
13. C -0.06
14. C -0.23
15. C -0.02
16. C -0.05
17. C -0.06
18. C -0.06
19. C -0.04
20. C -0.17
21. N -0.02
22. C -0.17
23. C -0.08
24. C -0.24
25. C -0.02
26. C -0.06
27. C -0.06
28. C -0.05
29. C -0.04
30. C -0.18
31. C 0.06
32. C 0.06
33. C -0.15
34. N -0.01
35. C -0.02
36. C -0.42
37. C 0.07
38. C 0.06
39. C -0.17
40. N 0.18
41. C -0.21
42. C -0.02
43. C -0.05
44. C -0.06
45. C -0.05
46. C -0.03
47. C 0.05
48. C 0.06
49. N 0.00
50. H 0.12
51. H 0.11
52. H 0.12
53. H 0.12
54. H 0.12
55. H 0.15
56. H 0.14
57. H 0.12
58. H 0.11
59. H 0.11
60. H 0.11
61. H 0.13
62. H 0.12
63. H 0.11
64. H 0.11
65. H 0.11
66. H 0.13
67. H 0.13
68. H 0.14
69. H 0.13
70. H 0.13
71. H 0.12
72. H 0.12
73. H 0.11
74. H 0.11
75. H 0.12
76. H 0.13
77. H 0.14
78. O 0.13
79. C -0.42
80. O -0.24
81. C -0.13
82. C 0.05
83. C 0.02
84. C 0.05
85. C -0.14
86. N 0.05
87. C -0.25
88. O 0.08
89. O -0.26
90. H 0.14
91. H 0.14
92. H 0.13
93. H 0.14
94. H 0.14
95. N 0.20
96. C -0.15
97. C -0.17
98. C 0.06
99. C -0.08